[1]
{"formula": "C11H11NO3", "method": "wB97M-V/def2-TZVPD", "symbols": ["C", "O", "C", "N", "C", "O", "C", "C", "C", "C", "C", "C", "C", "C", "O", "H", "H", "H", "H", "H", "H", "H", "H", "H", "H", "H"], "coordinates": [[3.511, -1.084, 0.230], [3.432, 0.264, -0.252], [2.319, 0.473, -1.099], [1.547, 1.674, -0.717], [1.210, 1.694, 0.698], [1.722, 2.273, 1.602], [-0.073, 0.802, 0.760], [-0.648, 0.005, 1.812], [-1.911, -0.679, 1.496], [-2.522, -0.524, 0.173], [-3.881, -1.251, -0.064], [-1.913, 0.273, -0.904], [-0.667, 0.933, -0.588], [0.283, 1.845, -1.428], [0.100, 2.515, -2.392], [2.517, -1.560, 0.419], [4.149, -1.702, -0.466], [4.060, -1.056, 1.208], [1.634, -0.427, -1.153], [2.707, 0.662, -2.140], [-0.127, -0.064, 2.787], [-2.396, -1.297, 2.280], [-4.606, -0.488, -0.465], [-4.272, -1.573, 0.931], [-3.822, -2.078, -0.813], [-2.357, 0.372, -1.917]], "forces_ev_per_angstrom": [[1.007, -0.377, 0.565], [-1.382, -0.491, 0.110], [0.354, -0.127, -1.661], [1.214, 1.649, 0.374], [-1.850, -2.013, 0.160], [0.373, -0.087, -0.548], [-1.114, -0.056, -1.055], [-1.044, 0.391, -2.208], [1.457, 1.586, -1.493], [0.706, -0.048, 0.289], [0.185, 1.198, 0.042], [1.275, 0.054, 2.191], [-1.179, -0.722, 1.655], [-0.283, -2.037, 1.409], [-0.016, -0.327, 0.077], [0.700, 0.453, -0.358], [-0.867, 0.431, 0.524], [-0.501, 0.092, -0.843], [0.669, 0.629, 0.339], [-0.506, -0.137, 0.865], [-0.597, -0.003, -0.726], [0.304, 0.467, -0.801], [0.596, -0.800, 0.316], [0.247, -0.101, -0.992], [0.044, 0.536, 0.801], [0.206, -0.159, 0.967]], "nbo_charge": [-0.264, -0.529, 0.107, -0.574, 0.708, -0.474, -0.148, -0.185, -0.196, 0.006, -0.641, -0.185, -0.139, 0.705, -0.473, 0.179, 0.180, 0.200, 0.152, 0.190, 0.241, 0.225, 0.225, 0.221, 0.230, 0.238], "homo_energy_ev": -9.360, "smiles": "COCN1C(=O)c2ccc(C)cc2C1=O"}

[2]
{"formula": "C5H8N2", "method": "wB97M-V/def2-TZVPD", "symbols": ["C", "C", "C", "N", "C", "C", "N", "H", "H", "H", "H", "H", "H", "H", "H"], "coordinates": [[-0.538, 1.373, -0.463], [-0.006, -0.012, -0.079], [-0.974, -0.794, 0.811], [0.375, -0.764, -1.288], [1.620, -1.043, -0.695], [1.319, 0.294, 0.712], [1.931, 0.723, 1.599], [-0.778, 1.945, 0.439], [-1.443, 1.249, -1.071], [0.205, 1.936, -1.038], [-1.950, -0.851, 0.313], [-0.615, -1.813, 0.982], [-1.093, -0.299, 1.781], [0.520, -0.089, -2.038], [1.426, -1.856, 0.036]], "forces_ev_per_angstrom": [[0.007, 0.047, -0.027], [-0.220, 0.199, 0.330], [0.083, 0.002, 0.002], [0.278, 0.103, 0.015], [0.073, -0.688, -0.670], [-0.344, 0.490, 0.834], [-0.170, -0.208, -0.454], [0.054, -0.141, -0.146], [0.169, -0.029, 0.115], [-0.106, -0.108, 0.100], [0.243, 0.052, 0.044], [-0.026, 0.172, -0.043], [0.055, -0.065, -0.194], [-0.039, -0.100, 0.086], [-0.055, 0.274, 0.009]], "nbo_charge": [-0.598, 0.090, -0.603, -0.641, 0.018, 0.161, -0.275, 0.236, 0.225, 0.228, 0.227, 0.229, 0.227, 0.356, 0.120], "homo_energy_ev": -8.749}

The records above give, respectively, ΔE to the lowest compared entry with this formula, charge and spin values of 2.852 4.762 eV.
The records above give, respectively, gap between HOMO and LUMO values of 9.065 8.292 eV.
The records above give, respectively, E_LUMO values of -0.29 -0.46 eV.